# 1
The following is a quantum chemistry calculation of the ion C5H14N2 with charge +1 at a distorted geometry, from the Open Molecules 2025 dataset.

```
21
C5H14N2 (wB97M-V/def2-TZVPD)
N -2.513 -1.862 -0.082
C -2.368 -0.600 0.695
C -0.907 -0.387 1.121
N -0.240 0.577 0.139
C 2.189 -0.397 -0.284
C 1.249 0.792 -0.066
C 1.373 1.807 -1.170
H -1.577 -1.940 -0.582
H -2.455 -2.539 0.689
H -3.037 -0.418 1.527
H -2.568 0.277 -0.005
H -1.057 0.180 2.141
H -0.423 -1.406 1.108
H -0.551 0.328 -0.774
H 2.047 -1.160 0.492
H 3.175 0.014 -0.343
H 1.880 -0.973 -1.153
H 1.618 1.323 0.883
H 0.704 2.590 -0.863
H 1.128 1.545 -2.143
H 2.331 2.249 -1.330
```

As for the multiplicity: 2. The LUMO energy (alpha / beta) is -2.931 / -8.347 eV. Its charge is +1. The calculation puts the total energy at -8382.0472 eV.

# 2
The following is a quantum chemistry calculation of a cluster of 2 separate species, CHClNO2S in total at a distorted geometry, from the Open Molecules 2025 dataset.

```
7
CHClNO2S (wB97M-V/def2-TZVPD)
C 0.258 -1.454 0.098
N 0.389 0.994 -0.760
O -0.733 -1.318 0.672
O 1.205 -1.803 -0.458
S -0.993 1.705 -0.434
Cl 1.620 1.135 0.623
H -1.746 0.740 0.260
```

The LUMO energy is 3.730 eV. Its charge is -1. The calculation puts the total energy at -29996.2191 eV.

# 3
The following is a quantum chemistry calculation of a structure of composition C7H9NO at a distorted geometry, from the Open Molecules 2025 dataset.

```
18
C7H9NO (wB97M-V/def2-TZVPD)
C -2.713 -0.409 -0.450
C -0.556 -1.493 -0.669
C 0.231 -0.402 -0.061
C 0.788 -0.559 1.203
C 1.538 0.462 1.742
C 1.827 1.583 0.882
C 1.259 1.574 -0.354
H -3.671 -0.305 -0.977
H -2.838 -0.841 0.574
H -2.238 0.777 0.096
H -0.161 -1.940 -1.450
H -1.037 -2.337 0.125
H 0.674 -1.505 1.664
H 2.049 0.315 2.596
H 2.542 2.475 1.241
H 1.324 2.463 -1.269
N 0.461 0.694 -0.811
O -1.764 -1.063 -1.335
```

The LUMO energy is 0.692 eV. The calculation puts the total energy at -10938.8301 eV.

# 4
The following is a quantum chemistry calculation of the molecule C3H4ClNO at a distorted geometry, from the Open Molecules 2025 dataset.

```
10
C3H4ClNO (wB97M-V/def2-TZVPD)
C -1.096 0.297 0.004
C 0.206 0.767 -0.405
C 1.344 0.084 -0.187
H -0.146 -1.318 0.708
H -1.775 -1.352 0.914
H 0.304 1.810 -0.768
H 1.344 -0.898 -0.017
N -1.030 -1.065 0.276
O -2.122 0.967 0.102
Cl 2.972 0.709 -0.627
```

The LUMO energy is -0.158 eV. The calculation puts the total energy at -19235.1156 eV.

# 5
The following is a quantum chemistry calculation of a structure of composition C48H36ClINO2P2Pt, from the Open Molecules 2025 dataset.

```
92
C48H36ClINO2P2Pt (wB97M-V/def2-TZVPD)
Pt -0.207 0.372 0.820
Cl -3.415 -5.251 -1.666
C -2.249 -4.091 -1.274
C -0.915 -4.349 -1.550
C 0.079 -3.432 -1.245
I 2.043 -3.826 -1.666
C -0.261 -2.194 -0.613
O 0.611 -1.331 -0.311
C -1.667 -1.935 -0.323
N -1.953 -0.752 0.265
C -3.216 -0.437 0.516
C -4.269 -1.296 0.203
C -3.996 -2.512 -0.376
C -2.662 -2.854 -0.655
H -0.658 -5.290 -2.018
H -3.394 0.524 0.982
H -5.283 -0.994 0.421
H -4.795 -3.199 -0.621
C -2.825 4.370 4.429
C -1.291 4.439 4.315
C -0.759 5.581 5.191
C -0.712 3.100 4.769
C -0.549 2.769 6.113
C -0.107 1.518 6.521
C 0.187 0.547 5.582
C 0.055 0.844 4.226
P 0.429 -0.419 3.009
C 2.185 -0.717 2.908
C 2.677 -1.808 2.179
C 4.040 -2.022 2.103
C 4.920 -1.153 2.740
C 4.437 -0.054 3.439
C 3.073 0.175 3.517
C -0.467 -1.905 3.449
C 0.183 -3.067 3.870
C -0.568 -4.162 4.272
C -1.954 -4.102 4.258
C -2.604 -2.939 3.852
C -1.864 -1.843 3.450
C -0.399 2.109 3.853
O -0.553 2.326 2.495
C -0.557 3.626 2.038
C -0.195 3.796 0.699
C -0.283 5.061 0.119
C -0.688 6.127 0.904
C -0.984 5.934 2.246
C -0.921 4.678 2.855
P 0.523 2.430 -0.182
C 0.195 2.524 -1.922
C 1.228 2.713 -2.844
C 0.920 2.850 -4.187
C -0.404 2.792 -4.607
C -1.433 2.600 -3.689
C -1.139 2.464 -2.347
C 2.248 2.242 0.205
C 2.971 1.182 -0.369
C 4.318 1.055 -0.093
C 4.944 1.966 0.752
C 4.225 3.003 1.339
C 2.875 3.140 1.080
H -3.120 4.188 5.463
H -3.234 3.568 3.810
H -3.272 5.312 4.109
H -1.053 5.445 6.230
H -1.181 6.536 4.885
H 0.329 5.649 5.143
H -0.788 3.503 6.871
H -0.003 1.302 7.575
H 0.519 -0.436 5.898
H 1.999 -2.493 1.687
H 4.421 -2.878 1.561
H 5.985 -1.338 2.695
H 5.123 0.616 3.940
H 2.701 1.021 4.081
H 1.263 -3.116 3.905
H -0.067 -5.059 4.611
H -2.533 -4.957 4.581
H -3.685 -2.887 3.872
H -2.369 -0.924 3.173
H -0.024 5.207 -0.922
H -0.764 7.117 0.475
H -1.288 6.790 2.834
H 2.259 2.772 -2.516
H 1.711 3.012 -4.907
H -0.637 2.905 -5.658
H -2.460 2.566 -4.027
H -1.939 2.333 -1.626
H 2.483 0.477 -1.032
H 4.888 0.254 -0.545
H 6.004 1.871 0.950
H 4.725 3.714 1.984
H 2.318 3.962 1.513
```

As for the multiplicity: 5. The LUMO energy (alpha / beta) is -8.515 / -10.883 eV. Its charge is +3. The calculation puts the total energy at -98368.3607 eV.

# 6
The following is a quantum chemistry calculation of a cluster of 2 separate species, C6H10F3NO3 in total at a distorted geometry, from the Open Molecules 2025 dataset.

```
23
C6H10F3NO3 (wB97M-V/def2-TZVPD)
C -1.386 1.834 1.059
C -1.397 0.420 0.672
C 0.790 -0.866 -1.444
C 2.492 1.079 -0.030
C 0.850 -1.636 0.907
C -2.582 -0.043 -0.100
N 1.352 -0.993 -0.124
O -0.604 1.409 -0.030
O -0.143 -2.481 0.888
O 2.548 -0.345 0.106
F -2.265 -1.222 -0.762
F -3.599 -0.384 0.714
F -3.118 0.741 -1.074
H -2.197 2.510 0.802
H -0.820 2.121 1.941
H -0.016 -1.579 -1.592
H 0.389 0.143 -1.576
H 1.575 -1.052 -2.179
H 1.499 1.453 0.228
H 2.749 1.377 -1.049
H 3.235 1.464 0.665
H 1.408 -1.591 1.833
H -0.758 -2.358 0.145
```

The LUMO energy is 0.194 eV. The calculation puts the total energy at -22163.2851 eV.

# 7
The following is a quantum chemistry calculation of the molecule C18H27N3O5S2 at a distorted geometry, from the Open Molecules 2025 dataset.

```
55
C18H27N3O5S2 (wB97M-V/def2-TZVPD)
C 4.833 -1.230 -2.545
C 4.638 -2.352 -1.537
O 3.314 -2.820 -1.671
C 2.997 -3.982 -0.952
C 2.668 -3.731 0.526
H 3.501 -3.220 1.012
H 2.536 -4.695 1.020
C 1.371 -2.929 0.694
N 1.392 -1.599 0.135
S 0.781 -1.339 -1.398
O 0.407 -2.596 -1.968
O 1.627 -0.428 -2.110
C -0.748 -0.457 -1.040
C -1.006 0.734 -1.690
C -2.202 1.395 -1.454
C -3.107 0.852 -0.564
C -2.854 -0.345 0.081
C -1.664 -1.011 -0.164
H -1.444 -1.953 0.312
H -3.606 -0.745 0.743
S -4.681 1.686 -0.258
O -5.524 0.756 0.432
O -5.132 2.250 -1.496
N -4.397 2.944 0.780
C -3.741 4.124 0.246
H -3.743 4.073 -0.840
H -4.312 5.006 0.556
C -2.358 4.127 0.894
H -1.905 5.116 0.904
H -1.691 3.431 0.385
C -2.671 3.605 2.296
H -3.026 4.419 2.929
H -1.805 3.141 2.761
C -3.797 2.590 2.059
H -3.405 1.571 2.006
H -4.561 2.625 2.839
H -2.446 2.310 -1.970
H -0.267 1.121 -2.374
C 2.267 -0.602 0.677
H 2.422 0.137 -0.112
C 1.693 0.077 1.939
C 0.529 0.867 1.653
N -0.394 1.507 1.439
H 1.426 -0.680 2.681
H 2.454 0.734 2.370
H 3.239 -1.032 0.940
H 0.572 -3.455 0.170
H 1.114 -2.864 1.759
H 2.113 -4.387 -1.452
H 3.821 -4.710 -1.024
H 5.347 -3.176 -1.724
H 4.825 -1.978 -0.517
H 5.770 -0.710 -2.361
H 4.836 -1.633 -3.553
H 3.998 -0.540 -2.462
```

The LUMO energy is 0.262 eV. The calculation puts the total energy at -55480.8706 eV.

# 8
The following is a quantum chemistry calculation of the molecule C9H9P at a distorted geometry, from the Open Molecules 2025 dataset.

```
19
C9H9P (wB97M-V/def2-TZVPD)
C -2.903 -0.248 -0.050
C -2.470 0.856 -0.697
C -2.086 -0.769 0.888
C -1.201 1.438 -0.547
C -0.801 -0.298 1.159
C -0.345 0.818 0.404
C 2.374 -0.344 0.211
C 2.186 0.510 -1.027
C 3.054 -1.469 0.548
P 1.478 1.346 0.534
H -3.854 -0.616 -0.319
H -3.189 1.155 -1.416
H -2.507 -1.652 1.475
H -0.748 2.206 -1.143
H -0.085 -0.670 1.903
H 1.323 0.407 -1.796
H 3.098 0.887 -1.511
H 3.160 -1.618 1.637
H 3.516 -1.938 -0.253
```

The LUMO energy is 0.813 eV. The calculation puts the total energy at -18764.6337 eV.